Entry 1:
14
Properties=species:S:1:pos:R:3 method="wB97M-V/def2-TZVPD" de_lowest_kcal_mol=38.41 total_charge=0 gap_ev=9.96 smiles="O=CN1CC(O)C1"
O -2.235 -0.202 -0.776
C -1.188 -0.190 0.151
C -0.005 -1.076 -0.293
N 0.867 0.053 -0.003
C -0.205 1.019 0.169
C 2.194 0.192 0.152
O 2.747 1.238 0.444
H -3.016 0.185 -0.365
H -1.534 -0.432 1.164
H 0.192 -1.994 0.273
H -0.059 -1.302 -1.364
H -0.125 1.602 1.091
H -0.322 1.692 -0.689
H 2.726 -0.767 -0.006

---

Entry 2:
17
Properties=species:S:1:pos:R:3 method="wB97M-V/def2-TZVPD" de_lowest_kcal_mol=63.64 total_charge=+1 s2=2.0088 gap_ev="8.72 / 6.25" multiplicity=3
C -0.778 0.598 -0.139
C 1.316 1.837 -0.180
C -1.567 -1.762 -0.155
N 0.728 0.527 -0.394
N -1.240 -0.576 0.644
N 1.289 -0.458 0.359
S -0.051 -0.905 1.997
H -1.059 1.476 0.408
H -1.326 0.638 -1.181
H 1.161 2.162 0.808
H 2.305 1.702 -0.657
H 0.887 2.600 -0.916
H -0.600 -1.948 -0.717
H -1.934 -2.548 0.466
H -2.510 -1.649 -0.758
H 1.075 -1.411 -0.166
H 2.304 -0.284 0.583

---

Entry 3:
58
Properties=species:S:1:pos:R:3 method="wB97M-V/def2-TZVPD" de_lowest_kcal_mol=3.66 total_charge=0 gap_ev=8.66 smiles="COc1ccc(OC)c(CCNC(=O)CS(=O)(=O)Cc2nc(-c3ccccc3Cl)oc2C)c1"
C 6.313 1.039 5.102
H 6.292 2.118 4.916
O 5.096 0.429 4.751
C 4.688 0.503 3.449
C 3.476 -0.123 3.156
C 2.943 -0.125 1.882
C 3.643 0.535 0.858
C 4.854 1.144 1.142
C 5.379 1.132 2.427
H 6.324 1.620 2.602
H 5.411 1.644 0.366
O 3.055 0.543 -0.382
C 3.806 0.975 -1.494
H 4.017 2.049 -1.441
H 4.747 0.423 -1.574
H 3.185 0.765 -2.364
C 1.637 -0.825 1.618
C 0.443 0.141 1.646
N 0.315 0.813 0.371
C -0.784 0.689 -0.389
O -1.851 0.263 0.008
C -0.567 1.137 -1.821
H -1.512 1.307 -2.329
H 0.095 1.992 -1.909
S 0.272 -0.254 -2.671
O 0.711 -1.220 -1.698
O 1.295 0.295 -3.529
C -1.021 -1.055 -3.698
C -2.162 -1.274 -2.797
C -2.375 -2.259 -1.867
O -3.504 -1.947 -1.202
C -3.925 -0.772 -1.718
N -3.158 -0.347 -2.680
C -5.107 -0.138 -1.181
C -5.485 1.163 -1.524
C -6.621 1.738 -0.974
C -7.392 1.025 -0.074
C -7.027 -0.264 0.283
C -5.897 -0.836 -0.264
H -5.602 -1.837 0.011
H -7.624 -0.821 0.989
H -8.275 1.478 0.350
H -6.889 2.744 -1.254
Cl -4.552 2.093 -2.620
C -1.600 -3.471 -1.511
H -0.573 -3.182 -1.293
H -1.594 -4.184 -2.334
H -2.041 -3.939 -0.635
H -0.582 -1.975 -4.072
H -1.260 -0.367 -4.503
H 1.200 0.994 -0.089
H -0.491 -0.399 1.818
H 0.575 0.882 2.441
H 1.660 -1.302 0.635
H 1.489 -1.589 2.380
H 2.958 -0.622 3.960
H 7.157 0.595 4.562
H 6.436 0.861 6.169

---

Entry 4:
11
Properties=species:S:1:pos:R:3 method="wB97M-V/def2-TZVPD" de_lowest_kcal_mol=12.10 total_charge=-1 gap_ev=6.88
S -2.270 0.780 0.391
H -2.345 -0.460 -0.177
C 1.423 -1.645 0.871
C 1.084 -1.049 -0.482
S 1.107 0.719 -0.600
H 2.380 -1.186 1.073
H 0.746 -1.336 1.591
H 1.206 -2.733 0.793
H 0.053 -1.484 -0.813
H 1.845 -1.501 -1.184
H -0.326 0.868 -0.275